No. 1
{
  "formula": "C5H8O2",
  "method": "wB97M-V/def2-TZVPD",
  "species": ["C", "C", "O", "C", "C", "C", "O", "H", "H", "H", "H", "H", "H", "H", "H"],
  "coordinates": [[-1.83990, -0.24284, -0.23932], [-0.81467, 0.80128, -0.02295], [-0.42951, 0.91713, 1.33767], [0.87593, 0.45748, 1.10758], [0.98482, -0.91411, 0.34615], [0.97744, 0.35617, -0.35228], [1.69571, 0.95057, -1.36423], [-1.15147, -1.29963, -0.26073], [-2.42919, -0.53090, 0.63439], [-2.44968, -0.10315, -1.14417], [-0.82954, 1.72949, -0.58752], [1.58746, 0.80006, 1.85455], [-0.02546, -1.55148, 0.08175], [1.76008, -1.64925, 0.55043], [2.08798, 0.27919, -1.94129]],
  "lowdin_charge": [-0.05, -0.22, -0.06, -0.20, -0.03, -0.34, 0.05, 0.10, 0.08, 0.08, 0.14, 0.15, 0.09, 0.10, 0.11],
  "smiles": "C[C@H]1O[C@H]2C[C@]21O",
  "homo_ev": -8.62
}

No. 2
{
  "formula": "C5H8O2",
  "method": "wB97M-V/def2-TZVPD",
  "species": ["C", "C", "O", "C", "C", "O", "C", "H", "H", "H", "H", "H", "H", "H", "H"],
  "coordinates": [[1.46906, 0.66949, -0.42024], [0.42838, -0.13584, 0.34333], [0.97541, -0.39124, 1.63283], [-0.95181, 0.56486, 0.43217], [-1.82353, -0.12867, -0.57824], [-1.33038, -0.59905, -1.59002], [0.09397, -1.52972, -0.16428], [1.10221, 0.89011, -1.42786], [1.70179, 1.60949, 0.09210], [2.39297, 0.08753, -0.49932], [0.44282, -1.11579, 2.00052], [-1.36503, 0.46600, 1.44140], [-0.91095, 1.63790, 0.19597], [-2.90493, -0.24618, -0.39390], [0.68004, -1.77888, -1.06445]],
  "lowdin_charge": [-0.03, -0.68, -0.03, -0.08, -0.22, 0.03, 0.23, 0.09, 0.09, 0.09, 0.09, 0.13, 0.13, 0.13, 0.04],
  "homo_ev": -8.87
}

No. 3
{
  "formula": "C5H8O2",
  "method": "wB97M-V/def2-TZVPD",
  "species": ["C", "C", "C", "C", "O", "C", "O", "H", "H", "H", "H", "H", "H", "H", "H"],
  "coordinates": [[1.84526, -0.08587, 0.67888], [0.58170, 0.08662, -0.09736], [-0.08825, -0.86796, -1.04479], [-0.87890, -0.21993, 0.06934], [-1.53959, -0.92224, 1.05775], [-1.09753, 1.25218, -0.21012], [0.29847, 1.42842, -0.51668], [2.69985, 0.12905, 0.02721], [1.95330, -1.10083, 1.06924], [1.86611, 0.62304, 1.51243], [-0.21565, -0.59997, -2.09274], [0.11126, -1.91969, -0.84693], [-2.41614, -1.14167, 0.71617], [-1.75510, 1.55433, -1.03354], [-1.36481, 1.78454, 0.71113]],
  "lowdin_charge": [0.01, -0.42, 0.03, -0.41, 0.05, -0.09, -0.04, 0.09, 0.09, 0.09, 0.12, 0.12, 0.11, 0.12, 0.13],
  "homo_ev": -9.21
}

No. 4
{
  "formula": "C5H8O2",
  "method": "wB97M-V/def2-TZVPD",
  "species": ["C", "C", "C", "C", "C", "O", "H", "H", "H", "H", "H", "H", "O", "H", "H"],
  "coordinates": [[-2.46998, 0.01879, -0.35790], [-1.36466, 0.06403, 0.12408], [-0.02965, 0.06463, 0.65887], [0.47755, 1.15565, 1.24278], [0.74877, -1.23994, 0.54971], [0.27325, -2.15212, -0.40777], [-3.46626, -0.00941, -0.74254], [1.49442, 1.15520, 1.62936], [-0.10292, 2.06637, 1.35002], [0.71389, -1.72112, 1.53776], [1.79601, -0.99243, 0.33245], [-0.49523, -1.77500, -0.85593], [1.09620, 0.94012, -1.89875], [1.14999, 1.32134, -1.01315], [0.17864, 1.10389, -2.14897]],
  "lowdin_charge": [0.15, -0.11, -0.33, 0.05, -0.23, -0.05, 0.04, 0.08, 0.08, 0.13, 0.12, 0.07, -0.05, 0.01, 0.04],
  "smiles": "C#CC(=C)CO.O",
  "homo_ev": -9.58
}

No. 5
{
  "formula": "C5H8O2",
  "method": "wB97M-V/def2-TZVPD",
  "species": ["O", "C", "C", "O", "C", "C", "C", "H", "H", "H", "H", "H", "H", "H", "H"],
  "coordinates": [[2.56287, 0.77562, 0.73242], [1.82430, 0.22050, -0.19656], [0.37829, 0.03319, 0.15456], [-0.36634, 0.98655, 0.72094], [-1.57483, 0.23578, 0.41018], [-1.73310, 0.20917, -1.05308], [-0.76015, -0.76013, -0.36967], [1.82318, -0.18345, 1.79374], [1.63964, 0.88760, -1.08620], [2.14885, -0.75063, -0.64478], [1.17902, -0.69056, 1.87654], [-2.30523, 0.11495, 1.19954], [-1.35184, 1.02956, -1.65589], [-2.63221, -0.27241, -1.42767], [-0.83244, -1.83575, -0.45408]],
  "lowdin_charge": [-0.22, -0.46, -0.20, 0.08, -0.17, -0.01, -0.08, 0.11, 0.16, 0.13, 0.11, 0.16, 0.13, 0.12, 0.15],
  "homo_ev": -8.30
}

No. 6
{
  "formula": "C5H8O2",
  "method": "wB97M-V/def2-TZVPD",
  "species": ["C", "C", "O", "C", "C", "C", "O", "H", "H", "H", "H", "H", "H", "H", "H"],
  "coordinates": [[-0.06976, 1.25162, -0.26815], [-1.09406, 0.39159, -0.23512], [-1.00714, -0.87205, -0.75803], [0.26423, -1.44805, -0.63251], [0.90476, -1.33434, 0.72149], [1.41330, -0.52416, -0.45485], [1.19557, 0.86110, -0.59022], [-0.12203, 2.31232, -0.06446], [-2.00411, 0.52743, 0.32383], [0.33423, -2.33888, -1.24467], [0.30933, -0.83516, 1.48341], [1.51056, -2.15539, 1.08635], [2.38863, -0.76707, -0.85602], [-2.23890, 2.37340, 0.46731], [-1.78460, 2.55763, 1.02166]],
  "lowdin_charge": [-0.15, -0.17, -0.03, -0.24, -0.01, -0.22, -0.02, 0.09, 0.08, 0.15, 0.12, 0.11, 0.15, 0.07, 0.08],
  "smiles": "C1=CO[C@@H]2C[C@@H]2O1.[H][H]",
  "homo_ev": -8.15
}

No. 7
{
  "formula": "C5H8O2",
  "method": "wB97M-V/def2-TZVPD",
  "species": ["C", "C", "C", "O", "O", "C", "C", "H", "H", "H", "H", "H", "H", "H", "H"],
  "coordinates": [[0.04281, -0.32538, 0.07416], [1.80713, 1.00511, -0.56022], [-0.36969, 0.25756, 1.39860], [0.18600, 0.43707, -0.97816], [0.71517, -1.50009, 0.09965], [-1.71712, -0.71903, -0.88560], [-2.71650, -0.91015, -1.55057], [0.92189, -1.74537, 1.01218], [1.67120, 2.03480, -0.87076], [2.42194, 0.40639, -1.22282], [2.11913, 0.91274, 0.47712], [-1.31672, -0.22404, 1.66601], [0.35870, 0.07020, 2.19101], [-0.54594, 1.32951, 1.31477], [-3.57801, -1.02932, -2.16537]],
  "lowdin_charge": [-0.65, 0.12, -0.01, -0.08, 0.09, -0.04, -0.03, 0.12, 0.07, 0.07, 0.07, 0.09, 0.09, 0.10, -0.01],
  "homo_ev": -8.79
}

No. 8
{
  "formula": "C5H8O2",
  "method": "wB97M-V/def2-TZVPD",
  "species": ["C", "C", "C", "C", "C", "O", "O", "H", "H", "H", "H", "H", "H", "H", "H"],
  "coordinates": [[-2.09381, 0.85674, 0.37816], [-1.85634, 0.22264, -0.74849], [-1.28290, -0.35173, 0.57673], [1.15191, 0.49586, -0.53979], [0.67284, -0.50928, 0.52309], [2.47518, 0.83514, -0.27916], [0.89556, -1.83859, 0.39429], [-2.71599, 1.65900, 0.72541], [-1.53174, 0.05071, -1.72929], [-1.71857, -1.31193, 1.01216], [1.11053, 0.05520, -1.54388], [0.45055, 1.36159, -0.46862], [0.95724, -0.19940, 1.46183], [2.63172, 0.64820, 0.75234], [0.85381, -1.97415, -0.51478]],
  "lowdin_charge": [-0.07, -0.02, -0.13, -0.27, -0.28, -0.09, 0.02, 0.09, 0.08, 0.11, 0.13, 0.12, 0.09, 0.16, 0.07],
  "homo_ev": -8.17
}

No. 9
{
  "formula": "C5H8O2",
  "method": "wB97M-V/def2-TZVPD",
  "species": ["C", "C", "C", "C", "O", "C", "O", "H", "H", "H", "H", "H", "H", "H", "H"],
  "coordinates": [[-2.36387, -0.43260, -0.69548], [-1.29076, -0.15365, -0.21910], [0.06501, 0.21711, 0.27532], [0.29077, -0.24489, 1.69994], [0.18940, 1.63424, 0.40196], [1.11323, -0.30724, -0.70486], [0.94359, 0.27586, -1.97752], [-3.33192, -0.67070, -1.08342], [1.32890, -0.10052, 2.01754], [-0.00254, -1.27206, 1.89709], [-0.33576, 0.44232, 2.26361], [0.11940, 2.01615, -0.48205], [1.10391, -1.40744, -0.74762], [2.08795, 0.01857, -0.33454], [0.08270, -0.01515, -2.31086]],
  "lowdin_charge": [0.14, -0.05, -0.58, -0.02, -0.01, -0.21, -0.05, 0.03, 0.09, 0.09, 0.09, 0.10, 0.14, 0.13, 0.09],
  "smiles": "C#C[C@](C)(O)CO",
  "homo_ev": -10.34
}

No. 10
{
  "formula": "C5H8O2",
  "method": "wB97M-V/def2-TZVPD",
  "species": ["C", "C", "O", "C", "C", "O", "C", "H", "H", "H", "H", "H", "H", "H", "H"],
  "coordinates": [[-0.45709, -0.42092, -1.53028], [-0.45694, 0.08830, -0.13222], [-1.64794, 0.72566, 0.23917], [-0.07143, -0.86868, 1.03704], [1.12064, 0.02436, 1.35890], [1.93060, 0.06992, 0.16760], [0.79521, 0.89717, 0.25217], [0.43821, -0.98093, -1.78777], [-1.34238, -1.00232, -1.77316], [-0.43769, 0.53231, -2.23062], [-1.75568, 1.52805, -0.29636], [-0.84717, -0.85669, 1.80432], [0.18022, -1.89194, 0.75471], [1.61341, 0.21973, 2.29962], [0.94972, 1.95963, -0.17333]],
  "lowdin_charge": [-0.02, -0.55, 0.01, -0.02, -0.18, 0.00, -0.21, 0.08, 0.08, 0.13, 0.11, 0.12, 0.12, 0.14, 0.18],
  "smiles": "C[C@@]1(O)C[C@H]2O[C@H]21",
  "homo_ev": -9.69
}

No. 11
{
  "formula": "C5H8O2",
  "method": "wB97M-V/def2-TZVPD",
  "species": ["C", "C", "C", "C", "O", "C", "O", "H", "H", "H", "H", "H", "H", "H", "H"],
  "coordinates": [[1.22671, -1.87162, 0.94059], [0.33902, -0.63590, 0.83446], [0.43379, 0.00368, -0.55578], [-0.38342, 1.24304, -0.71803], [-1.59571, 1.14009, -0.27024], [-1.83147, 2.37738, -1.06759], [-2.41402, 2.33571, -2.10658], [0.91074, -2.64558, 0.23173], [1.18850, -2.30048, 1.94658], [2.27151, -1.62342, 0.72018], [0.63994, 0.10308, 1.58757], [-0.70499, -0.89192, 1.04489], [1.47223, 0.21891, -0.82679], [0.04831, -0.69483, -1.31748], [-1.60113, 3.24185, -0.44351]],
  "lowdin_charge": [-0.12, -0.26, -0.18, -0.04, 0.04, -0.35, 0.08, 0.08, 0.07, 0.07, 0.11, 0.11, 0.11, 0.14, 0.14],
  "homo_ev": -8.98
}

No. 12
{
  "formula": "C5H8O2",
  "method": "wB97M-V/def2-TZVPD",
  "species": ["C", "C", "C", "O", "C", "C", "O", "H", "H", "H", "H", "H", "H", "H", "H"],
  "coordinates": [[-0.50540, 1.49229, -0.63166], [-0.55407, 0.30843, 0.32688], [-0.66281, -1.05799, -0.33047], [0.78278, -1.27655, -0.40105], [-0.21061, -2.13301, 0.58275], [0.83486, -0.06013, 0.87395], [1.92246, 0.65642, 0.65428], [-1.50194, 1.68313, -1.03777], [0.15224, 1.29462, -1.48850], [-0.16932, 2.41094, -0.13541], [-1.29138, 0.46687, 1.11829], [-1.24656, -1.19157, -1.25264], [-0.30918, -3.09933, 0.08050], [0.87536, -0.46354, 1.89949], [1.88358, 0.96943, -0.25865]],
  "lowdin_charge": [-0.06, -0.26, -0.33, -0.09, -0.01, -0.20, 0.09, 0.09, 0.09, 0.09, 0.15, 0.15, 0.03, 0.15, 0.11],
  "homo_ev": -7.49
}

Calculated E_tot (a.u.), listed in the same order as above: -345.62363; -345.63183; -345.71455; -345.69354; -345.56304; -345.65740; -345.57430; -345.59889; -345.72042; -345.70840; -345.67945; -345.59702
Calculated ΔE to the lowest compared entry with this formula, charge and spin (kcal/mol), listed in the same order as above: 113.8; 108.6; 56.7; 69.9; 151.8; 92.6; 144.7; 129.3; 53.1; 60.6; 78.8; 130.5